#a
A cluster of 2 separate species, C4H13N2O2 in total, computed with ωB97M-V/def2-TZVPD.

Values from the calculation:
Kohn-Sham gap = 7.16 eV
HOMO level = -0.129 Ha
Molar mass = 121.16 g mol⁻¹

```
! wB97M-V def2-TZVPD RIJCOSX def2/J DEFGRID3
* xyz -1 1
C 0.67 -1.52 1.29
N -0.70 -1.29 1.78
C 1.09 -0.67 0.08
C 1.90 -1.71 -0.85
N -0.15 -0.03 -0.50
C -0.78 1.21 -0.06
O -1.06 1.86 -1.23
H 0.76 -2.55 1.05
H 1.42 -1.34 2.02
H -0.76 -0.33 2.09
H -1.40 -1.61 1.21
H 1.81 0.22 0.04
H 2.90 -2.07 -0.45
H 2.30 -1.20 -1.82
H 1.21 -2.65 -1.13
H -0.21 0.03 -1.54
H -1.69 1.09 0.57
H -0.06 1.77 0.67
H -2.98 3.72 -1.54
H -1.73 3.19 -0.92
O -2.55 3.91 -0.76
*
```

Here are the Löwdin charges for atoms 1 to 4, given in e:
1. C -0.2625
2. N 0.0123
3. C -0.3731
4. C -0.1244

=====

#b
A structure of composition C4H13N2O2, computed with ωB97M-V/def2-TZVPD.

Values from the calculation:
Kohn-Sham gap = 7.50 eV
HOMO level = -0.146 Ha
Molar mass = 121.16 g mol⁻¹

```
! wB97M-V def2-TZVPD RIJCOSX def2/J DEFGRID3
* xyz -1 1
C -0.52 -0.44 0.26
C 0.23 0.29 -0.87
C 1.68 0.37 -0.46
O 2.21 -0.88 -0.12
N -2.26 -0.47 0.00
C -2.59 0.72 0.74
N -4.06 0.83 0.61
H -0.50 0.31 1.05
H 0.13 -1.28 0.53
H -0.23 1.25 -1.09
H 0.02 -0.35 -1.74
H 1.69 0.96 0.47
H 2.36 0.85 -1.18
H -1.64 -1.12 0.52
H -2.17 1.68 0.40
H -2.32 0.67 1.80
H -4.27 0.56 -0.34
H -4.50 1.70 0.85
H 3.42 -0.77 -0.36
H 4.85 -1.10 0.45
O 4.61 -0.60 -0.34
*
```

Here are the Löwdin charges for atoms 1 to 4, given in e:
1. C -0.1487
2. C -0.2145
3. C -0.3814
4. O -0.2726

=====

Which of them is the least stable? Correct choice: #b.

=====

#a
The ion C4H6Cl2N3 with charge +1, computed with ωB97M-V/def2-TZVPD.

Values from the calculation:
Kohn-Sham gap = 8.69 eV
HOMO level = -0.491 Ha
Molar mass = 167.02 g mol⁻¹
SMILES = [H]/N=C(\Cl)N/C=C\C(=[NH2+])Cl

```
! wB97M-V def2-TZVPD RIJCOSX def2/J DEFGRID3
* xyz 1 1
H 1.09 -2.15 -0.41
N 0.74 -1.26 0.06
C 1.67 -0.48 0.28
Cl 3.38 -0.74 -0.15
N 1.43 0.71 0.92
C 0.18 1.21 1.11
C -0.98 0.76 0.55
C -1.36 -0.41 -0.30
N -1.52 -0.20 -1.65
Cl -2.23 -1.53 0.53
H 2.24 1.24 1.22
H 0.10 2.09 1.65
H -1.98 1.27 0.57
H -1.56 -1.07 -2.25
H -1.19 0.56 -2.13
*
```

Here are the Löwdin charges for atoms 1 to 4, given in e:
1. H 0.1305
2. N 0.1013
3. C -0.7867
4. Cl 0.7081

=====

#b
A cluster of 2 separate species, C4H6Cl2N3 in total, computed with ωB97M-V/def2-TZVPD.

Values from the calculation:
Kohn-Sham gap = 9.47 eV
HOMO level = -0.530 Ha
Molar mass = 167.02 g mol⁻¹

```
! wB97M-V def2-TZVPD RIJCOSX def2/J DEFGRID3
* xyz 1 1
C 2.17 2.46 0.16
C -1.87 0.49 -0.05
C -0.30 -1.33 -0.10
C 1.12 -1.75 -0.17
N 1.60 1.48 0.00
N -2.96 -0.16 0.03
N -0.61 -0.08 -0.29
Cl -1.68 2.23 0.12
Cl -1.46 -2.48 0.23
H 2.73 3.48 0.21
H 1.49 -1.10 -0.95
H 1.40 -2.83 -0.16
H 1.75 -1.35 0.58
H -3.66 0.37 0.51
H 0.28 0.56 -0.10
*
```

Here are the Löwdin charges for atoms 1 to 4, given in e:
1. C 0.0497
2. C -0.7829
3. C -0.6729
4. C -0.0447

=====

Which of them is the least stable? Correct choice: #b.

=====

#a
A cluster of 2 separate species, CH4S2 in total, computed with ωB97M-V/def2-TZVPD.

Values from the calculation:
Kohn-Sham gap (alpha / beta) = 7.21 / 8.77 eV
HOMO level (alpha / beta) = -0.324 / -0.327 Ha
Molar mass = 80.18 g mol⁻¹

```
! wB97M-V def2-TZVPD RIJCOSX def2/J DEFGRID3
* xyz 0 1
C 0.37 -0.59 0.74
S -1.59 1.03 -2.17
S -1.99 0.78 -0.19
H 0.12 -0.55 1.81
H 0.47 0.38 0.35
H 0.33 -1.41 0.08
H -0.68 1.93 -2.13
*
```

Here are the Löwdin charges for atoms 1 to 4, given in e:
1. C 0.0325
2. S 0.2250
3. S 0.0891
4. H 0.0145

=====

#b
A cluster of 2 separate species, CH4S2 in total, computed with ωB97M-V/def2-TZVPD.

Values from the calculation:
Kohn-Sham gap = 8.48 eV
HOMO level = -0.330 Ha
Molar mass = 80.18 g mol⁻¹
SMILES = C=S.S

```
! wB97M-V def2-TZVPD RIJCOSX def2/J DEFGRID3
* xyz 0 1
C -0.47 -0.14 -1.90
S -1.28 -1.35 -1.28
H 0.47 -0.15 -2.38
H -0.83 0.95 -1.52
S 0.98 -0.32 2.45
H 0.15 0.00 1.58
H 0.97 1.01 3.06
*
```

Here are the Löwdin charges for atoms 1 to 4, given in e:
1. C -0.6316
2. S 0.6116
3. H -0.0215
4. H 0.0530

=====

Which of them is the least stable? Correct choice: #a.

=====

#a
A cluster of 11 separate species, C22H66O22 in total, computed with ωB97M-V/def2-TZVPD.

Values from the calculation:
Kohn-Sham gap = 9.89 eV
HOMO level = -0.365 Ha
Molar mass = 682.75 g mol⁻¹
SMILES = OCCO.OCCO.OCCO.OCCO.OCCO.OCCO.OCCO.OCCO.OCCO.OCCO.OCCO

```
! wB97M-V def2-TZVPD RIJCOSX def2/J DEFGRID3
* xyz 0 1
O -23.06 -27.39 12.31
C -22.36 -26.49 11.45
C -21.61 -27.32 10.40
O -22.60 -27.86 9.54
H -23.83 -27.75 11.86
H -23.11 -25.85 10.99
H -21.62 -25.91 11.99
H -20.97 -28.05 10.91
H -20.86 -26.69 9.92
H -22.87 -28.73 9.84
O -25.68 -20.47 20.68
C -27.04 -20.11 20.40
C -27.68 -21.34 19.77
O -28.24 -22.29 20.62
H -25.40 -21.15 20.06
H -27.61 -19.81 21.28
H -27.09 -19.26 19.72
H -27.01 -21.93 19.16
H -28.50 -20.94 19.18
H -28.87 -22.84 20.13
O -17.18 -20.50 25.50
C -18.22 -21.36 24.94
C -18.58 -21.03 23.46
O -17.50 -21.51 22.65
H -17.03 -20.72 26.42
H -17.78 -22.35 25.08
H -19.14 -21.37 25.54
H -18.89 -20.01 23.22
H -19.40 -21.71 23.22
H -17.22 -22.30 23.13
O -26.05 -21.20 13.05
C -26.00 -22.20 14.04
C -26.94 -23.41 13.77
O -28.27 -22.94 13.88
H -25.74 -20.39 13.46
H -24.97 -22.49 14.26
H -26.28 -21.74 14.99
H -26.78 -24.18 14.52
H -26.60 -23.69 12.77
H -28.31 -22.14 13.34
O -29.42 -29.75 20.82
C -29.03 -29.15 19.68
C -27.87 -28.21 19.87
O -26.64 -28.93 19.87
H -30.17 -30.31 20.63
H -28.81 -29.90 18.93
H -29.91 -28.58 19.37
H -28.00 -27.64 20.79
H -27.84 -27.46 19.08
H -26.10 -28.68 19.12
O -23.47 -26.58 17.35
C -22.19 -26.12 17.83
C -22.37 -25.04 18.94
O -22.87 -23.81 18.36
H -23.34 -26.79 16.42
H -21.63 -26.96 18.24
H -21.50 -25.67 17.12
H -21.41 -24.69 19.32
H -23.04 -25.39 19.72
H -22.15 -23.45 17.84
O -19.42 -21.79 15.45
C -19.30 -21.25 14.19
C -18.65 -19.86 14.25
O -17.36 -19.74 14.80
H -18.62 -22.11 15.86
H -18.59 -21.90 13.69
H -20.23 -21.12 13.64
H -19.32 -19.15 14.75
H -18.43 -19.52 13.24
H -17.38 -19.73 15.76
O -18.89 -29.02 25.86
C -18.46 -27.90 25.11
C -19.60 -27.18 24.34
O -20.75 -26.69 25.03
H -19.67 -28.78 26.35
H -18.17 -27.21 25.90
H -17.59 -28.11 24.48
H -19.94 -27.91 23.60
H -19.23 -26.34 23.76
H -21.46 -27.34 24.93
O -24.85 -29.01 24.61
C -25.84 -29.46 25.55
C -25.12 -29.98 26.73
O -25.99 -30.53 27.70
H -25.24 -28.88 23.75
H -26.48 -28.65 25.90
H -26.42 -30.27 25.11
H -24.46 -29.27 27.23
H -24.46 -30.80 26.43
H -26.24 -29.81 28.28
O -18.56 -30.65 16.44
C -19.09 -30.53 15.08
C -18.58 -31.59 14.13
O -19.07 -32.77 14.64
H -18.89 -31.50 16.73
H -20.17 -30.47 15.21
H -18.78 -29.57 14.68
H -17.49 -31.71 14.16
H -18.86 -31.62 13.08
H -18.85 -33.48 14.03
O -27.03 -22.64 25.19
C -25.67 -23.09 25.36
C -25.36 -23.35 26.89
O -25.71 -22.06 27.43
H -27.24 -22.76 24.26
H -25.53 -23.99 24.76
H -24.93 -22.51 24.81
H -24.32 -23.62 27.03
H -25.96 -24.22 27.18
H -26.65 -21.94 27.30
*
```

Here are the Löwdin charges for atoms 1 to 4, given in e:
1. O -0.0793
2. C -0.2387
3. C -0.2462
4. O -0.0590

=====

#b
A cluster of 11 separate species, C22H66O22 in total, computed with ωB97M-V/def2-TZVPD.

Values from the calculation:
Kohn-Sham gap = 9.74 eV
HOMO level = -0.346 Ha
Molar mass = 682.75 g mol⁻¹
SMILES = OCCO.OCCO.OCCO.OCCO.OCCO.OCCO.OCCO.OCCO.OCCO.OCCO.OCCO

```
! wB97M-V def2-TZVPD RIJCOSX def2/J DEFGRID3
* xyz 0 1
O 5.27 3.21 0.77
C 5.76 2.23 -0.05
C 5.03 2.12 -1.50
O 5.11 3.38 -2.11
H 5.62 3.11 1.66
H 6.82 2.48 -0.16
H 5.68 1.27 0.46
H 3.98 2.04 -1.22
H 5.35 1.25 -2.08
H 4.80 4.01 -1.46
O -0.53 -3.12 0.84
C -1.08 -4.14 1.65
C -0.36 -3.96 2.95
O -1.04 -3.09 3.78
H -0.91 -3.14 -0.04
H -2.15 -3.91 1.63
H -0.96 -5.06 1.08
H 0.72 -3.83 2.87
H -0.47 -4.93 3.44
H -1.37 -2.29 3.36
O -0.31 -5.15 -3.86
C -1.15 -5.65 -2.92
C -1.20 -4.70 -1.84
O -1.71 -3.40 -2.25
H -0.77 -4.50 -4.40
H -2.13 -5.87 -3.33
H -0.76 -6.56 -2.46
H -0.31 -4.57 -1.23
H -1.86 -5.26 -1.18
H -2.50 -3.52 -2.78
O -1.49 -0.09 0.44
C -1.13 -0.22 -0.93
C 0.45 -0.11 -1.21
O 0.89 1.02 -1.84
H -1.21 -0.86 0.94
H -1.69 -1.08 -1.32
H -1.52 0.69 -1.38
H 0.81 -0.95 -1.80
H 1.05 -0.23 -0.31
H 1.42 1.56 -1.26
O 2.65 -5.37 -1.61
C 2.50 -4.02 -2.11
C 3.71 -3.09 -2.03
O 4.82 -3.76 -2.50
H 3.11 -5.94 -2.23
H 2.26 -4.02 -3.18
H 1.66 -3.63 -1.54
H 4.05 -2.74 -1.05
H 3.51 -2.10 -2.42
H 5.44 -3.06 -2.74
O 3.58 5.20 -0.34
C 2.16 5.53 -0.61
C 1.59 4.13 -0.79
O 1.46 3.59 0.54
H 3.67 4.56 0.36
H 1.91 5.99 0.35
H 1.97 6.25 -1.41
H 2.28 3.46 -1.31
H 0.60 4.11 -1.24
H 0.51 3.48 0.54
O -0.93 0.90 6.05
C 0.02 0.17 5.29
C -0.26 0.21 3.74
O -1.52 -0.38 3.52
H -0.93 0.45 6.90
H 1.01 0.56 5.55
H -0.12 -0.83 5.69
H 0.34 -0.50 3.17
H -0.25 1.16 3.22
H -2.17 0.24 3.85
O -1.07 3.76 0.74
C -1.88 3.23 1.76
C -3.37 3.81 1.54
O -3.39 5.20 1.50
H -1.60 4.51 0.48
H -1.75 2.15 1.78
H -1.63 3.69 2.71
H -3.84 3.35 2.40
H -3.87 3.38 0.68
H -4.19 5.58 1.14
O -2.70 -0.73 -4.49
C -2.69 0.58 -5.16
C -3.93 0.64 -6.15
O -3.48 0.05 -7.37
H -2.95 -0.69 -3.57
H -2.71 1.35 -4.38
H -1.66 0.54 -5.53
H -4.34 1.62 -6.39
H -4.80 0.16 -5.71
H -4.23 -0.03 -7.97
O 2.57 2.56 4.56
C 2.34 2.49 3.17
C 2.82 1.15 2.63
O 4.23 1.04 2.64
H 2.63 3.50 4.76
H 1.37 2.85 2.81
H 2.93 3.33 2.82
H 2.39 1.02 1.64
H 2.39 0.36 3.24
H 4.61 0.22 2.35
O -5.06 0.73 1.30
C -4.64 -0.66 1.57
C -4.85 -1.81 0.54
O -4.20 -1.52 -0.65
H -6.02 0.76 1.30
H -3.59 -0.38 1.71
H -5.00 -0.88 2.57
H -5.84 -1.81 0.10
H -4.46 -2.76 0.91
H -3.36 -1.06 -0.56
*
```

Here are the Löwdin charges for atoms 1 to 4, given in e:
1. O -0.0692
2. C -0.2423
3. C -0.1875
4. O -0.0705

=====

Which of them is the least stable? Correct choice: #b.

=====

#a
A cluster of 2 separate species, CH9N2O in total, computed with ωB97M-V/def2-TZVPD.

Values from the calculation:
Kohn-Sham gap = 11.87 eV
HOMO level = -0.559 Ha
Molar mass = 65.10 g mol⁻¹

```
! wB97M-V def2-TZVPD RIJCOSX def2/J DEFGRID3
* xyz 1 1
N -0.26 -2.31 0.56
H 0.70 -2.72 0.87
H -0.67 -2.05 1.47
H 0.38 -0.59 -0.16
H -0.94 -2.96 0.23
N 0.48 0.27 -0.74
C -0.05 1.44 0.16
O -0.36 2.38 -0.84
H 0.13 0.26 -1.64
H 1.55 0.37 -0.86
H -0.97 1.03 0.56
H 0.73 1.64 0.90
H -0.72 3.23 -0.51
*
```

Here are the Löwdin charges for atoms 1 to 4, given in e:
1. N -0.0052
2. H 0.0966
3. H 0.0435
4. H 0.0824

=====

#b
A cluster of 2 separate species, CH9N2O in total, computed with ωB97M-V/def2-TZVPD.

Values from the calculation:
Kohn-Sham gap = 12.11 eV
HOMO level = -0.570 Ha
Molar mass = 65.10 g mol⁻¹

```
! wB97M-V def2-TZVPD RIJCOSX def2/J DEFGRID3
* xyz 1 1
N -2.02 0.53 1.07
H -2.71 0.04 0.46
H -1.70 -0.10 1.80
H -0.34 0.63 0.47
H -2.60 1.22 1.60
N 0.65 0.55 0.07
C 0.94 -0.73 -0.75
O 1.97 -0.25 -1.58
H 1.16 0.49 1.01
H 1.01 1.33 -0.43
H 1.23 -1.64 -0.13
H 0.15 -1.19 -1.33
H 2.25 -0.89 -2.26
*
```

Here are the Löwdin charges for atoms 1 to 4, given in e:
1. N 0.0036
2. H 0.0709
3. H 0.0480
4. H 0.0794

=====

Which of them is the least stable? Correct choice: #a.

=====

#a
A cluster of 2 separate species, C3H4Br2 in total, computed with ωB97M-V/def2-TZVPD.

Values from the calculation:
Kohn-Sham gap (alpha / beta) = 8.53 / 8.04 eV
HOMO level (alpha / beta) = -0.319 / -0.312 Ha
Molar mass = 199.87 g mol⁻¹

```
! wB97M-V def2-TZVPD RIJCOSX def2/J DEFGRID3
* xyz 0 1
C -0.77 1.34 0.61
C -1.02 0.08 0.47
C 1.00 -1.42 -0.43
Br -2.55 -0.94 0.29
Br 2.39 -0.51 0.40
H -1.53 2.09 0.75
H 0.25 1.69 0.62
H 0.70 -2.33 0.06
H 0.91 -1.28 -1.48
*
```

Here are the Löwdin charges for atoms 1 to 4, given in e:
1. C -0.1375
2. C -0.7029
3. C -0.5293
4. Br 0.6820

=====

#b
A structure of composition C3H4Br2, computed with ωB97M-V/def2-TZVPD.

Values from the calculation:
Kohn-Sham gap = 10.24 eV
HOMO level = -0.352 Ha
Molar mass = 199.87 g mol⁻¹

```
! wB97M-V def2-TZVPD RIJCOSX def2/J DEFGRID3
* xyz 0 1
C -0.46 -1.46 -0.18
C -0.60 -0.20 0.05
C 0.75 1.27 -0.04
Br -2.24 0.52 0.78
Br 2.31 0.49 0.73
H -1.34 -2.16 -0.19
H 0.42 -2.01 -0.65
H 0.93 1.68 -1.12
H 0.22 1.86 0.63
*
```

Here are the Löwdin charges for atoms 1 to 4, given in e:
1. C -0.1514
2. C -0.7162
3. C -0.5495
4. Br 0.6358

=====

Which of them is the least stable? Correct choice: #a.

=====

#a
The ion C7H6NO4S with charge -1, computed with ωB97M-V/def2-TZVPD.

Values from the calculation:
Kohn-Sham gap = 6.08 eV
HOMO level = -0.141 Ha
Molar mass = 200.20 g mol⁻¹

```
! wB97M-V def2-TZVPD RIJCOSX def2/J DEFGRID3
* xyz -1 1
C 0.70 1.59 1.25
C -0.40 0.86 1.17
C 1.45 2.19 0.21
C 1.10 -0.66 -0.80
C 0.42 1.44 -1.88
C -1.12 0.40 -0.14
C -0.05 0.08 -1.25
N 1.11 -1.96 -0.82
O 1.13 2.23 -1.08
O 0.16 1.80 -3.00
O 0.26 -2.81 -1.20
O 2.34 -2.60 -0.23
S 2.67 3.21 0.69
H 1.05 1.77 2.19
H -0.86 0.38 2.01
H -1.81 -0.35 0.19
H -1.72 1.18 -0.46
H -0.68 -0.52 -1.99
H 2.87 -1.87 -0.24
*
```

Here are the Löwdin charges for atoms 1 to 4, given in e:
1. C -0.1774
2. C -0.0220
3. C -0.7781
4. C -0.0818

=====

#b
A cluster of 2 separate species, C7H6NO4S in total, computed with ωB97M-V/def2-TZVPD.

Values from the calculation:
Kohn-Sham gap (alpha / beta) = 8.89 / 4.70 eV
HOMO level (alpha / beta) = -0.202 / -0.129 Ha
Molar mass = 200.20 g mol⁻¹

```
! wB97M-V def2-TZVPD RIJCOSX def2/J DEFGRID3
* xyz -1 1
C 1.07 -0.44 -0.87
C 1.08 0.92 -0.42
C 0.41 -1.32 0.00
C 0.42 1.43 0.63
C -0.22 -0.88 1.05
C -0.37 0.46 1.38
C -3.19 -1.45 -0.60
N -2.92 -0.22 -0.95
O -3.39 -1.80 0.51
O -4.76 0.93 0.38
O -2.82 2.25 -0.22
O -1.14 0.91 2.31
S -3.35 0.93 0.08
H 1.62 -0.72 -1.78
H 1.65 1.60 -0.92
H 0.37 -2.46 -0.29
H 0.53 2.49 0.87
H -0.96 -1.52 1.49
H -3.05 -2.23 -1.43
*
```

Here are the Löwdin charges for atoms 1 to 4, given in e:
1. C -0.0383
2. C -0.1011
3. C -0.1263
4. C 0.0088

=====

Which of them is the least stable? Correct choice: #a.